# 1
A structure of composition C39H61BBrN7P2STc at a distorted geometry. Source: the Open Molecules 2025 dataset; level of theory: the ωB97M-V functional and the def2-TZVPD basis.

Output
charge	+2
multiplicity	2
LUMO level (spin up / spin down)	-8.08 / -8.06	eV
total energy	-5665.812927	a.u.
orbital gap (spin up / spin down)	0.1598 / 0.1606	Ha
HOMO level (spin up / spin down)	-12.43 / -12.43	eV

Last column: Löwdin spin population.
CARTESIAN COORDINATES (ANGSTROEM)
Tc  -0.25  -0.46  0.55  0.9284
C  -1.49  4.76  1.91  0.0030
C  -0.45  3.63  1.93  0.0136
C  0.16  3.53  3.32  0.0004
C  0.64  4.01  0.92  0.0001
P  -1.13  1.93  1.36  0.0244
C  -2.00  2.50  -0.19  -0.0043
N  -1.12  2.25  -1.33  -0.0050
B  -0.42  0.95  -1.27  -0.0292
N  -0.01  -0.57  -2.67  -0.0035
C  0.09  -1.98  -2.51  -0.0001
P  -0.38  -2.61  -0.77  0.0106
C  0.70  -4.20  -0.74  0.0067
C  2.16  -3.87  -0.44  0.0001
C  0.23  -5.15  0.36  0.0001
C  0.68  -4.90  -2.11  0.0008
C  -2.20  -3.22  -0.77  -0.0016
C  -2.55  -4.40  -1.67  -0.0011
C  -3.08  -2.06  -1.25  0.0032
C  -2.55  -3.54  0.69  0.0015
C  -1.75  1.01  -4.29  0.0027
C  -2.82  1.21  -5.25  0.0011
C  -3.73  2.19  -5.06  -0.0011
C  -3.77  3.09  -3.92  -0.0001
C  -2.97  3.12  -2.84  -0.0013
C  -1.82  2.21  -2.61  -0.0001
C  -2.56  1.37  2.48  -0.0012
C  -3.71  2.35  2.69  -0.0001
C  -3.12  0.11  1.80  0.0001
C  -1.98  0.96  3.83  0.0000
H  -1.05  5.62  2.41  0.0010
H  -2.41  4.52  2.41  0.0001
H  -1.71  5.09  0.90  0.0000
H  0.92  4.30  3.44  0.0001
H  0.63  2.56  3.48  0.0001
H  -0.59  3.70  4.10  0.0000
H  0.83  5.08  0.97  0.0001
H  0.35  3.77  -0.11  0.0000
H  1.56  3.50  1.15  0.0000
H  -2.22  3.56  -0.12  -0.0005
H  -2.95  1.95  -0.31  -0.0003
H  1.11  -2.28  -2.72  0.0006
H  -0.57  -2.45  -3.24  -0.0005
H  2.29  -3.61  0.61  -0.0001
H  2.55  -3.07  -1.06  0.0001
H  2.74  -4.76  -0.64  0.0002
H  0.09  -4.63  1.31  0.0001
H  0.99  -5.91  0.51  0.0002
H  -0.69  -5.66  0.10  0.0000
H  1.42  -4.48  -2.78  0.0000
H  -0.29  -4.86  -2.60  0.0000
H  0.94  -5.94  -1.96  0.0003
H  -2.32  -4.20  -2.72  0.0000
H  -3.63  -4.57  -1.61  -0.0001
H  -2.07  -5.33  -1.37  0.0000
H  -2.95  -1.91  -2.32  -0.0001
H  -2.85  -1.14  -0.72  0.0027
H  -4.12  -2.30  -1.07  0.0000
H  -2.25  -4.54  0.96  0.0001
H  -3.63  -3.48  0.83  0.0000
H  -2.08  -2.84  1.38  0.0015
H  -2.88  0.57  -6.12  0.0003
H  -4.51  2.33  -5.79  -0.0001
H  -4.55  3.83  -3.97  0.0000
H  -3.13  3.90  -2.10  -0.0002
H  -4.03  2.83  1.77  -0.0001
H  -3.45  3.11  3.43  0.0001
H  -4.56  1.81  3.10  0.0000
H  -3.72  0.35  0.92  -0.0001
H  -3.76  -0.43  2.50  -0.0002
H  -2.30  -0.57  1.51  0.0022
H  -1.61  1.82  4.37  0.0000
H  -1.16  0.25  3.70  -0.0001
H  -2.75  0.49  4.43  0.0000
C  5.38  -1.30  2.12  -0.0003
C  4.52  -2.51  2.47  -0.0006
N  3.14  -2.17  2.77  -0.0051
C  2.29  -1.59  1.93  -0.0068
S  0.65  -1.38  2.54  0.0342
N  2.63  -1.22  0.74  -0.0130
N  1.72  -0.67  -0.05  -0.0235
C  2.06  -0.29  -1.25  0.0693
C  3.42  -0.49  -1.83  0.0097
C  0.95  0.35  -2.02  -0.0139
C  1.37  1.43  -2.97  -0.0027
C  0.58  2.16  -3.75  -0.0057
C  -0.90  2.22  -3.89  0.0010
C  -2.15  0.67  -2.91  -0.0025
N  -1.16  0.00  -2.10  -0.0263
H  6.42  -1.62  2.03  0.0000
H  5.33  -0.55  2.91  0.0000
H  5.06  -0.86  1.18  -0.0001
H  4.92  -3.00  3.36  0.0000
H  4.53  -3.22  1.64  0.0000
H  2.80  -2.36  3.70  -0.0008
H  3.88  -1.37  -1.39  0.0013
H  4.07  0.36  -1.60  0.0042
H  3.37  -0.59  -2.91  0.0009
H  2.43  1.65  -2.97  -0.0005
H  1.07  2.89  -4.38  -0.0004
H  -1.13  3.06  -4.55  0.0001
H  -3.17  0.31  -2.74  -0.0002
Br  6.55  2.75  2.94  0.0000
C  4.79  2.17  2.52  -0.0005
C  4.32  2.27  1.21  0.0007
C  3.05  1.82  0.94  0.0013
N  2.25  1.27  1.85  0.0193
C  2.71  1.18  3.09  0.0024
C  3.96  1.62  3.49  0.0010
H  4.94  2.69  0.44  0.0001
H  2.63  1.90  -0.06  0.0005
H  2.04  0.72  3.81  0.0011
H  4.28  1.52  4.51  0.0001

=====

# 2
An isolated molecule of C3H4FNO at a distorted geometry. Source: the Open Molecules 2025 dataset; level of theory: the ωB97M-V functional and the def2-TZVPD basis.

Output
LUMO level	0.73	eV
total energy	-346.462652	a.u.
orbital gap	0.3676	Ha
structure (SMILES)	C=C(F)/C=N\O
HOMO level	-9.28	eV
relative energy (zero: lowest compared OMol25 entry of this formula, charge and spin)	66.59	kcal/mol

Last column: natural (NBO) charge in e.
CARTESIAN COORDINATES (ANGSTROEM)
C  0.06  1.57  -1.19  -0.4836
C  0.32  0.71  -0.19  0.3660
F  1.11  0.95  0.86  -0.3104
C  -0.38  -0.63  -0.19  -0.0653
N  -0.28  -1.59  0.65  -0.1181
O  0.36  -1.57  1.83  -0.5148
H  0.52  2.55  -1.21  0.2198
H  -0.83  1.36  -1.73  0.2146
H  -0.94  -0.85  -1.05  0.2042
H  0.07  -2.49  2.22  0.4874

=====

# 3
A structure of composition C15H23CoN4O8Sb at a distorted geometry. Source: the Open Molecules 2025 dataset; level of theory: the ωB97M-V functional and the def2-TZVPD basis.

Output
charge	+1
multiplicity	5
LUMO level (spin up / spin down)	-2.87 / -5.95	eV
total energy	-3029.021459	a.u.
orbital gap (spin up / spin down)	0.3255 / 0.2133	Ha
HOMO level (spin up / spin down)	-11.72 / -11.75	eV
relative energy (zero: lowest compared OMol25 entry of this formula, charge and spin)	40.30	kcal/mol

Last column: natural (NBO) charge in e.
CARTESIAN COORDINATES (ANGSTROEM)
Co  0.38  -0.20  -0.75  1.5413
O  -0.23  2.86  -3.73  -0.6304
C  0.21  2.11  -2.75  0.8151
O  0.06  0.90  -2.70  -0.6843
C  0.88  2.89  -1.65  -0.1810
O  1.37  2.05  -0.64  -0.5548
C  2.79  1.82  -0.67  -0.1921
C  3.13  0.49  -1.40  0.7552
O  4.18  0.39  -1.98  -0.5888
O  2.22  -0.41  -1.23  -0.8862
H  -0.64  2.33  -4.43  0.5150
H  0.14  3.56  -1.20  0.2439
H  1.68  3.51  -2.09  0.2335
H  3.11  1.71  0.37  0.2087
H  3.33  2.64  -1.14  0.2070
C  -3.22  -2.51  -0.92  -0.9748
Sb  -2.02  -1.01  -1.88  1.2961
C  -2.40  -1.40  -3.95  -0.9618
C  -3.29  0.70  -1.56  -0.9687
H  -4.22  -2.48  -1.36  0.2439
H  -3.27  -2.30  0.15  0.2415
H  -2.78  -3.49  -1.08  0.2498
H  -3.33  -0.92  -4.24  0.2384
H  -2.46  -2.48  -4.08  0.2543
H  -1.57  -1.02  -4.54  0.2527
H  -4.17  0.59  -2.19  0.2410
H  -2.77  1.62  -1.81  0.2324
H  -3.58  0.74  -0.51  0.2448
O  -0.31  2.38  1.91  -0.6532
C  -0.56  1.18  1.74  0.8132
O  -0.79  0.59  0.65  -0.8532
C  -0.56  0.32  3.05  -0.1706
N  -0.47  1.30  4.17  -0.5410
C  0.71  0.98  5.02  -0.2225
C  1.66  0.32  4.03  -0.4221
C  0.72  -0.53  3.17  -0.4118
H  -1.46  -0.28  3.09  0.2429
H  -1.33  1.43  4.70  0.4346
H  -0.31  2.18  3.56  0.4728
H  0.41  0.27  5.80  0.2191
H  1.10  1.88  5.48  0.2365
H  2.42  -0.27  4.53  0.2520
H  2.15  1.09  3.42  0.2219
H  0.50  -1.47  3.68  0.2302
H  1.13  -0.77  2.19  0.2500
O  0.28  -1.91  0.19  -0.5347
N  1.25  -2.76  0.26  0.0894
C  1.75  -3.39  -0.76  -0.0577
C  2.83  -4.29  -0.55  0.2327
N  3.69  -5.03  -0.42  -0.2054
C  1.18  -3.14  -2.04  0.3023
N  0.50  -2.75  -2.88  -0.3171

=====

total energy of number 3 (C15H23CoN4O8Sb)? -3029.021459 a.u.

=====

Among the records above, which one has the highest total energy? C3H4FNO